(1)
An isolated molecule of C3H13NO2Si2 at a distorted geometry, computed with wB97M-V/def2-TZVPD.

ORCA input file:
```
! wB97M-V def2-TZVPD RIJCOSX def2/J DEFGRID3
* xyz 0 3
C 2.00788 1.57387 0.43119
C 2.39828 -0.77712 0.25000
C -0.84126 -1.65265 -1.40078
N 1.76091 0.25259 0.99390
O 0.35056 -0.13098 0.87132
O -2.03853 0.41272 -0.05974
Si -3.23369 0.52244 1.00209
Si -0.58127 -0.00226 -0.50150
H 3.01042 1.96310 0.63986
H 1.93151 1.65684 -0.60259
H 1.26892 2.23902 0.87581
H 1.76819 -1.69496 0.29412
H 2.35490 -0.61994 -0.90326
H 3.39774 -0.87741 0.48619
H -1.60178 -2.29049 -1.02445
H -1.11928 -1.37239 -2.48524
H 0.21773 -2.12213 -1.59757
H -4.15797 1.45065 0.27283
H -4.01358 -0.82157 1.23638
H -2.99869 1.19158 2.34272
H 0.11900 1.09906 -1.12127
*
```

F_max = 9.79 eV/A
Kohn-Sham gap (spin up / spin down) = 4.627 / 8.085 eV
LUMO (spin up / spin down) = 0.8233 / -1.9213 eV


(2)
The ion C5H12NO with charge -1 at a distorted geometry, computed with wB97M-V/def2-TZVPD.

ORCA input file:
```
! wB97M-V def2-TZVPD RIJCOSX def2/J DEFGRID3
* xyz -1 1
C 2.86637 -0.66600 -0.39435
O 3.94712 0.06086 -0.82345
C 1.41971 0.07511 -0.37181
C 0.16593 -0.78438 0.07152
C -1.20842 -0.38231 -0.45905
C -1.87550 0.83353 0.02591
N -2.50273 0.90755 1.31677
H 2.67627 -1.60185 -0.97583
H 2.92276 -1.05095 0.72064
H 1.42432 1.04786 0.15851
H 1.12389 0.26708 -1.42934
H 0.38040 -1.77444 -0.25772
H 0.04309 -0.67696 1.15623
H -1.85443 -1.30231 -0.12377
H -1.31767 -0.37104 -1.53067
H -1.14652 1.76780 -0.13356
H -2.83153 0.97829 -0.51530
H -1.66772 0.72995 1.92692
H -2.56534 1.94220 1.63837
*
```

structure (SMILES) = NCCCCC[O-]
F_max = 5.01 eV/A
Kohn-Sham gap = 5.798 eV
energy above the lowest of the compared OMol25 structures with the same formula, charge and spin = 176.8 kJ/mol
LUMO = 3.5039 eV


(3)
A structure of composition C42H30N7O6ReS at a distorted geometry, computed with wB97M-V/def2-TZVPD.

ORCA input file:
```
! wB97M-V def2-TZVPD RIJCOSX def2/J DEFGRID3
* xyz 1 2
Re 1.57168 -0.00302 0.48221
O -2.84982 -1.81822 -1.44889
C -2.41252 -3.07892 -1.56809
C -3.27802 -4.04992 -2.07289
C -2.86582 -5.35942 -2.18619
C -1.57802 -5.73342 -1.81139
C -0.70972 -4.78852 -1.31529
C -1.10912 -3.45642 -1.18519
C -0.20302 -2.45872 -0.61679
O -0.47902 -1.23122 -0.65619
N 0.89448 -2.94122 -0.03149
N 1.57808 -2.08852 0.72261
C 2.36958 -2.70112 1.57871
C 3.00338 -2.13832 2.70751
C 3.85878 -2.94652 3.48471
C 4.37338 -2.50792 4.67421
C 4.00668 -1.24732 5.17381
C 3.15148 -0.44342 4.47391
C 2.66048 -0.82112 3.19221
O 1.94868 0.01298 2.53891
H -2.10522 -1.28872 -1.07309
H -4.27152 -3.74202 -2.35319
H -3.55062 -6.10292 -2.56229
H -1.26072 -6.76152 -1.89559
H 0.28998 -5.05512 -1.01239
H 2.42738 -3.78482 1.47061
H 4.10468 -3.92972 3.11421
H 5.04408 -3.12942 5.24551
H 4.41528 -0.91042 6.11581
H 2.84968 0.52118 4.85341
S 6.41148 -1.43212 -5.27889
N 4.83428 -1.11352 -5.29309
C 4.43308 -0.86542 -4.05419
C 3.10608 -0.53602 -3.63159
C 2.03538 -0.35332 -4.50899
C 0.81368 0.00668 -3.97839
C 0.67688 0.15008 -2.60259
N 1.67088 -0.06582 -1.74749
C 2.88838 -0.38172 -2.24459
C 3.97238 -0.46942 -1.29869
N 3.67478 -0.22262 -0.00099
C 4.67228 -0.14452 0.87221
C 6.00168 -0.35792 0.53241
C 6.32498 -0.66802 -0.77299
C 5.29698 -0.71362 -1.71659
C 5.50508 -0.95262 -3.11389
N 6.65548 -1.25502 -3.69699
H 2.18828 -0.47332 -5.56959
H -0.03722 0.17188 -4.61859
H -0.27112 0.43108 -2.16809
H 4.41118 0.10218 1.89041
H 6.76148 -0.28092 1.29061
H 7.33908 -0.84432 -1.09279
O 1.27618 3.05748 0.21601
C 1.49958 1.94188 0.28481
C -5.14072 5.77278 -1.42399
C -3.98932 5.31558 -0.58759
C -3.07872 6.24898 -0.10809
C -1.94482 5.85128 0.58531
C -1.74732 4.51938 0.85711
C -2.70902 3.57108 0.47611
N -2.45672 2.27328 0.89491
C -3.23582 1.40418 1.58431
C -4.56312 1.71308 1.94211
C -5.33642 0.80948 2.63101
C -4.80762 -0.42062 3.00621
C -3.48672 -0.71772 2.71481
C -2.68212 0.16998 2.01971
C -1.24162 -0.24122 1.81331
O -0.83312 -1.31142 2.22641
O -0.51772 0.62288 1.18671
C -3.80742 3.95558 -0.31299
C -4.71012 2.95068 -0.96039
H -5.18512 6.85688 -1.45229
H -6.08262 5.39418 -1.03409
H -5.03652 5.40638 -2.44359
H -3.23752 7.29748 -0.30679
H -1.22612 6.58198 0.92111
H -0.88382 4.18888 1.41481
H -1.47222 1.95888 0.88051
H -4.95182 2.68848 1.70111
H -6.35112 1.06048 2.89621
H -5.41132 -1.12992 3.54721
H -3.04682 -1.65072 3.03011
H -4.45382 1.92848 -0.69819
H -4.63662 3.05778 -2.04349
H -5.75182 3.12668 -0.69409
*
```

F_max = 3.29 eV/A
Kohn-Sham gap (spin up / spin down) = 4.004 / 3.107 eV
energy above the lowest of the compared OMol25 structures with the same formula, charge and spin = 235.4 kJ/mol
LUMO (spin up / spin down) = -4.7376 / -5.6329 eV


(4)
A structure of composition C22H42NP3PtS at a distorted geometry, computed with wB97M-V/def2-TZVPD.

ORCA input file:
```
! wB97M-V def2-TZVPD RIJCOSX def2/J DEFGRID3
* xyz 4 5
Pt 0.05133 0.28979 0.54265
P 1.94898 1.17486 1.82717
P -1.71568 1.72993 1.06445
P 0.71924 1.31414 -1.40776
H -0.91505 -2.20794 0.52882
C 0.01003 -1.92311 0.02516
C 1.22889 -1.69552 0.72261
H 1.34902 -1.99687 1.76377
C 2.41626 0.49073 3.46841
C 1.88134 2.97118 2.17901
C 3.57253 0.98563 0.99512
C -3.27211 1.06193 0.36966
C -2.27562 2.15714 2.76538
C -1.61813 3.43912 0.40703
C 2.07475 0.36678 -2.14861
C 1.38537 3.00267 -1.31273
C -0.70932 1.47234 -2.52951
H 0.05588 -2.13735 -1.04245
H 2.15578 -1.63217 0.14076
H 2.26367 -0.59450 3.48125
H 1.82271 0.95198 4.26714
H 3.47562 0.70543 3.65809
H 0.98663 3.20848 2.77397
H 1.86726 3.56231 1.25142
H 2.76947 3.25934 2.76168
H 3.67852 -0.04715 0.63807
H 4.35424 1.17775 1.74403
H 3.69447 1.69098 0.16331
H -4.09911 1.77318 0.50697
H -3.51984 0.12980 0.89803
H -3.14411 0.84484 -0.69739
H -3.12777 2.85493 2.72159
H -1.46898 2.66010 3.31471
H -2.58498 1.25821 3.31076
H -2.47946 4.01878 0.77145
H -1.62742 3.45419 -0.68731
H -0.71135 3.93236 0.77665
H 2.11941 0.60143 -3.21774
H 1.93405 -0.71583 -2.02298
H 3.02701 0.63824 -1.67378
H 1.57504 3.36223 -2.33538
H 2.33091 3.02972 -0.76416
H 0.67502 3.68744 -0.83861
H -0.35638 1.46145 -3.57136
H -1.25450 2.40400 -2.34014
H -1.42004 0.64294 -2.38999
C -0.58907 -2.65874 -4.66631
C -1.71398 -2.58072 -5.51840
C -1.84700 -3.49062 -6.57071
C -0.89416 -4.50153 -6.75361
C 0.17469 -4.63148 -5.85995
C 0.31072 -3.73493 -4.80103
S -0.20232 -1.38161 -3.53298
H -1.05752 -1.51364 -2.45966
H -2.44908 -1.79029 -5.35805
H -2.68925 -3.42051 -7.26260
H -0.96944 -5.18786 -7.59759
H 0.91676 -5.42259 -5.97559
H 1.12595 -3.80756 -4.07789
C -1.08831 -1.79227 5.59010
C -0.79648 -0.43195 5.44094
C -0.54090 0.04582 4.15321
N -0.58524 -0.71510 3.04918
C -0.79273 -2.02478 3.21148
C -1.08776 -2.60585 4.45273
H -1.30869 -2.20698 6.57182
H -0.76124 0.26338 6.27575
H -0.28938 1.10772 4.02457
H -0.69615 -2.65862 2.32784
H -1.29297 -3.67524 4.47756
*
```

F_max = 3.39 eV/A
Kohn-Sham gap (spin up / spin down) = 7.612 / 4.122 eV
energy above the lowest of the compared OMol25 structures with the same formula, charge and spin = 0.0 kJ/mol
LUMO (spin up / spin down) = -11.2124 / -16.1371 eV


(5)
A structure of composition C9H11ClCuO9P2, computed with wB97M-V/def2-TZVPD.

ORCA input file:
```
! wB97M-V def2-TZVPD RIJCOSX def2/J DEFGRID3
* xyz 0 2
Cu -0.12429 -0.19726 -0.29497
Cl 2.56179 -5.64823 -4.11945
C 1.64840 -4.38977 -3.34106
C 0.29999 -4.18757 -3.70604
C -0.44744 -3.20913 -3.11743
C 0.10109 -2.36340 -2.11469
O -0.65356 -1.47063 -1.57536
C 1.46758 -2.57850 -1.76439
C 2.13417 -1.79147 -0.79020
O 1.68034 -0.83392 -0.13367
C 2.21798 -3.60243 -2.39358
H -0.13713 -4.82220 -4.46616
H -1.48074 -3.04622 -3.39340
H 3.18048 -2.05786 -0.59408
H 3.25364 -3.75009 -2.11156
C -3.24186 -0.86515 1.33322
C -2.94367 0.62508 1.46780
O -3.94839 1.32120 2.19947
P -1.33929 0.91190 2.27661
O -1.12046 2.46291 2.32294
O -1.52241 0.50583 3.80323
O -0.21619 0.10736 1.68700
P -2.86187 1.40722 -0.21996
O -2.76756 2.98677 0.19598
O -4.06452 1.11197 -1.00146
O -1.45301 1.11189 -0.70168
H -3.28061 -1.34779 2.31294
H -2.48704 -1.37151 0.72878
H -4.20441 -0.97546 0.83535
H -4.17037 0.81282 2.98867
H -1.62181 2.93362 1.61882
H -0.83044 -0.09956 4.09843
H -3.65776 3.35827 0.25639
*
```

F_max = 0.27 eV/A
Kohn-Sham gap (spin up / spin down) = 7.987 / 7.608 eV
LUMO (spin up / spin down) = -0.6216 / -0.9732 eV


(6)
A structure of composition C32H58NPPtSSi4 at a distorted geometry, computed with wB97M-V/def2-TZVPD.

ORCA input file:
```
! wB97M-V def2-TZVPD RIJCOSX def2/J DEFGRID3
* xyz 2 5
Pt 0.16620 -1.17205 0.59510
C 3.28286 5.62599 -0.37893
C 2.10623 4.57626 -0.52853
C 2.27830 3.71185 -1.82970
C 0.78737 5.32701 -0.80040
C 1.94285 3.67328 0.63258
C 2.13155 4.35086 2.08202
C 1.93405 3.58507 3.25413
C 1.55590 2.15194 3.04029
S 1.34308 1.10169 4.31456
C 0.64096 -0.08840 3.20530
N 0.79606 0.41159 1.96935
C 1.29791 1.59258 1.83938
C 1.59918 2.28323 0.57361
C 0.32913 -1.44376 3.60086
C 0.16675 -1.87333 4.91358
C -0.05110 -3.21322 4.96895
C 0.01299 -4.02842 3.89882
C 0.32040 -3.57909 2.58995
C 0.42963 -2.25410 2.34929
H 3.45809 6.34061 -1.23257
H 4.22264 5.21467 -0.07868
H 2.93235 6.34652 0.38649
H 2.51181 4.24730 -2.77117
H 1.35226 3.17472 -1.91878
H 3.07778 2.94527 -1.59121
H 0.85731 5.76604 -1.79277
H 0.66995 6.08215 -0.02030
H -0.05752 4.69062 -0.53719
H 2.58686 5.32723 2.16272
H 2.03253 3.96833 4.26980
H 1.47998 1.69816 -0.35515
H 0.03184 -1.11784 5.70710
H -0.40999 -3.61756 5.88902
H 0.22406 -5.15204 4.03593
H 0.27227 -4.12613 1.65586
C -1.63024 -4.12369 -0.82878
Si -2.94284 -2.94481 -0.20589
C -3.48529 -3.43029 1.60919
C -4.32350 -3.03470 -1.45237
Si -2.07547 -0.65939 -0.51377
Si -3.49579 0.99707 0.73111
C -3.25318 2.86070 0.40218
C -5.23881 0.31823 0.43271
C -3.20288 0.74333 2.52384
Si -2.02038 0.21502 -2.70853
C -0.87403 1.62145 -2.96492
C -1.64457 -1.03474 -4.09635
C -3.85474 0.59114 -2.84801
H -1.61230 -4.24193 -1.87632
H -1.82910 -5.10620 -0.39549
H -0.55549 -3.83443 -0.54146
H -3.60847 -4.53673 1.61608
H -4.45026 -3.05211 2.05473
H -2.57402 -3.25665 2.20119
H -4.80309 -3.97934 -1.28578
H -3.99850 -2.89894 -2.47739
H -5.12675 -2.32935 -1.21360
H -3.10446 3.01871 -0.67898
H -2.34186 3.27859 0.86347
H -4.05048 3.43901 0.77990
H -5.97272 1.00534 0.74392
H -5.24219 -0.62089 1.02302
H -5.41574 -0.01876 -0.56766
H -2.16723 0.99654 2.91945
H -3.39956 -0.25139 2.92965
H -3.83498 1.42418 3.10611
H 0.20715 1.30427 -3.13091
H -1.01484 2.37041 -2.23226
H -1.06399 2.03375 -3.95723
H -0.58051 -0.95614 -4.39956
H -2.18531 -0.61128 -4.94136
H -1.82359 -2.10962 -3.97038
H -4.61253 0.02254 -2.34594
H -4.06973 0.56048 -3.90746
H -3.91653 1.64802 -2.51489
C 3.68456 -1.92032 1.88818
C 3.38926 -2.60271 0.48576
P 2.25028 -1.62068 -0.63648
C 1.84199 -2.68864 -2.10096
C 2.90464 -2.68074 -3.11852
C 3.10990 -0.16931 -1.40594
C 4.56558 -0.23939 -1.65491
H 4.61667 -2.28619 2.34907
H 2.95678 -2.05371 2.63770
H 3.84383 -0.87924 1.77767
H 2.71066 -3.45566 0.65558
H 4.24458 -2.93750 -0.15930
H 0.86475 -2.51776 -2.53321
H 1.67197 -3.71225 -1.62633
H 2.94480 -1.79780 -3.69746
H 2.85730 -3.48372 -3.80803
H 3.91894 -2.87765 -2.73477
H 2.97109 0.66704 -0.75851
H 2.47823 0.04016 -2.24881
H 5.25648 -0.18516 -0.80785
H 4.89942 0.55792 -2.32147
H 4.89459 -1.10112 -2.16197
*
```

F_max = 6.35 eV/A
Kohn-Sham gap (spin up / spin down) = 5.974 / 3.809 eV
LUMO (spin up / spin down) = -6.4809 / -9.2442 eV